90
Properties=species:S:1:pos:R:3:forces:R:3:mulliken_spin:R:1 method="wB97M-V/def2-TZVPD" relative_energy_kj_mol=56.62 charge=-1 multiplicity=2 lumo_energy_ev="1.45 / 1.44"
Ti -0.15102 -0.69388 0.19097 0.2 -0.1 0.4 0.78
S -1.14729 0.51349 2.24906 0.0 -0.1 -0.2 -0.02
C -0.43306 2.09666 2.03549 0.0 0.0 0.0 0.01
C -1.13117 3.10762 1.36984 0.0 0.0 0.0 0.01
C -0.60158 4.37817 1.19977 0.0 0.0 0.0 -0.01
C -1.38682 5.40204 0.56765 0.0 0.0 0.0 0.00
N -2.01867 6.23636 0.09224 0.0 0.0 0.0 0.00
C 0.68521 4.66083 1.67638 0.0 0.0 0.0 0.00
C 1.39531 3.66823 2.33765 0.0 0.0 0.0 -0.01
C 0.84222 2.41092 2.54633 0.0 0.0 0.0 0.01
S 1.78345 1.25436 3.48147 0.1 0.0 0.0 0.00
C 1.29041 5.94576 1.47793 -0.1 0.0 0.0 0.00
N 1.78228 6.97563 1.33494 0.0 0.0 0.0 0.00
H -2.11582 2.88995 0.98219 0.0 0.0 0.0 0.00
H 2.39330 3.88507 2.69692 0.0 0.0 0.0 0.00
F -5.81847 -0.05671 -0.28505 0.0 0.0 0.0 0.00
C -4.58376 0.18006 0.16487 0.0 0.0 0.0 0.00
F -4.63476 1.16862 1.05188 0.0 0.0 0.0 0.00
F -4.13851 -0.92188 0.76813 0.0 0.0 0.0 0.00
S -3.47557 0.66324 -1.22793 0.1 0.1 0.0 0.00
O -2.16123 0.74101 -0.64344 -0.1 0.1 0.0 -0.01
O -4.07256 1.84508 -1.75560 0.0 0.0 0.0 0.00
N -3.60777 -0.52141 -2.26756 0.0 0.0 0.0 0.00
S -2.62314 -1.73706 -2.27014 0.0 0.0 0.0 0.00
O -1.82555 -1.88155 -1.06062 -0.1 0.0 0.0 0.04
O -1.96339 -1.92068 -3.52428 0.0 0.0 0.0 0.00
C -3.80439 -3.14867 -2.18260 0.0 0.0 0.0 0.00
F -3.11733 -4.28862 -2.05773 0.0 0.0 0.0 0.00
F -4.62256 -3.03669 -1.13451 0.0 0.0 0.0 0.00
F -4.53790 -3.21095 -3.28815 0.0 0.0 0.0 0.00
O 1.21643 -1.41265 1.23934 0.0 -0.1 0.0 0.00
C 2.52251 -1.77722 0.91544 0.0 0.0 0.0 0.00
C 2.59586 -3.28531 0.68755 0.0 0.0 0.0 -0.01
C 1.48809 -3.75554 -0.26563 0.0 0.0 0.0 0.02
C 1.51326 -3.00107 -1.56189 0.0 0.0 0.0 0.01
C 2.23080 -3.49240 -2.64807 0.0 0.0 0.0 0.00
C 2.27692 -2.77081 -3.82558 0.0 0.0 0.0 0.00
C 1.59413 -1.56845 -3.89358 0.0 0.0 0.0 0.01
C 0.91014 -1.14174 -2.77299 0.0 0.0 0.0 0.04
N 0.86987 -1.82694 -1.62571 0.0 0.1 0.0 -0.04
H 1.02688 0.19500 3.11810 0.0 0.0 0.0 0.00
H 3.20579 -1.49197 1.72726 0.0 0.0 0.0 0.00
H 2.86386 -1.24713 0.01662 0.0 0.0 0.0 0.00
H 2.47755 -3.81027 1.63960 0.0 0.0 0.0 0.00
H 3.58109 -3.54564 0.28630 0.0 0.0 0.0 0.00
H 0.52087 -3.60229 0.21271 0.0 0.0 0.0 0.00
H 1.59892 -4.82228 -0.47004 0.0 0.0 0.0 0.00
H 2.74364 -4.44079 -2.55301 0.0 0.0 0.0 0.00
H 2.83177 -3.14252 -4.67787 0.0 0.0 0.0 0.00
H 1.58039 -0.96821 -4.79198 0.0 0.0 0.0 0.00
H 0.37028 -0.20452 -2.78624 0.0 0.0 0.0 -0.02
N -3.50494 -3.64295 6.00677 0.0 0.0 0.0 0.00
C -3.43805 -4.43419 4.92357 0.0 0.0 0.0 0.00
S -4.11470 -5.93251 4.86743 0.0 0.0 0.0 0.00
C -2.67663 -3.84088 3.78983 0.0 0.0 0.0 0.00
C -1.51886 -3.10648 4.01267 0.0 0.0 0.0 0.00
C -0.87116 -2.52560 2.93444 0.0 -0.1 0.0 0.01
N -1.32158 -2.61277 1.68168 0.0 0.1 0.0 0.02
C -2.42079 -3.33910 1.47528 0.0 0.0 0.0 0.01
C -3.11855 -3.98141 2.48260 0.0 0.0 0.0 0.00
H -4.04703 -3.95821 6.79339 0.0 0.0 0.0 0.00
H -3.24247 -2.67263 5.94957 0.0 0.0 0.0 0.00
H -1.10503 -2.99079 5.00589 0.0 0.0 0.0 0.00
H 0.03611 -1.95243 3.06279 0.0 -0.1 0.0 0.01
H -2.76070 -3.39865 0.45444 0.0 0.0 0.0 0.00
H -4.00428 -4.56070 2.26381 0.0 0.0 0.0 0.00
N 0.80124 0.77878 -0.53232 -0.2 0.1 -0.1 -0.07
C 1.43513 1.74762 -1.02781 0.1 -0.1 0.0 0.10
C 0.75399 2.87745 -1.74262 0.0 0.0 0.0 0.02
C -0.42867 2.65450 -2.44085 0.0 0.0 0.0 0.01
C -1.10968 3.70348 -3.03714 0.0 0.0 0.0 -0.01
C -0.61294 4.99674 -2.94007 0.0 0.0 0.0 0.02
C 0.56910 5.23168 -2.25186 0.0 0.0 0.0 -0.01
C 1.25346 4.17670 -1.66500 0.0 0.0 0.0 0.01
C 2.93642 1.80909 -0.95173 0.0 0.0 0.0 0.01
C 3.59899 1.43747 0.21260 0.0 0.0 0.0 0.02
C 4.98500 1.43013 0.26260 0.0 0.0 0.0 -0.01
C 5.72704 1.77558 -0.85907 0.0 0.0 0.0 0.01
C 5.07323 2.13779 -2.02926 0.0 0.0 0.0 -0.01
C 3.68673 2.16522 -2.07092 0.0 0.0 0.0 0.01
H -0.82467 1.65048 -2.48248 0.0 0.0 0.0 0.01
H -2.04229 3.51228 -3.55268 0.0 0.0 0.0 0.00
H -1.15868 5.82255 -3.37800 0.0 0.0 0.0 0.00
H 0.94748 6.24101 -2.14876 0.0 0.0 0.0 0.00
H 2.16680 4.36845 -1.11426 0.0 0.0 0.0 0.00
H 3.01492 1.15497 1.07810 0.0 0.0 0.0 0.01
H 5.48668 1.15265 1.18207 0.0 0.0 0.0 0.00
H 6.80945 1.76485 -0.82167 0.0 0.0 0.0 0.00
H 5.64456 2.40470 -2.90998 0.0 0.0 0.0 0.00
H 3.17647 2.46287 -2.97950 0.0 0.0 0.0 0.00